Below is 8 unconnected molecules or ions with the total composition C48H80 in a non-equilibrium geometry, with properties calculated with ωB97M-V/def2-TZVPD.

## Properties
E_tot   -1876.92193 Eh
Relative energy (zero: lowest compared OMol25 entry of this formula, charge and spin)   0.0 kJ/mol
Structure (SMILES)   c1ccccc1.c1ccccc1.c1ccccc1.c1ccccc1.CCCCCC.CCCCCC.CCCCCC.CCCCCC
Spin multiplicity   1

```
128
Properties=species:S:1:pos:R:3:forces:R:3:mulliken_charge:R:1
C 2.623197 5.866174 0.446945 -0.20 -0.83 0.09 0.4272
C 3.482876 6.776963 -0.140784 -0.30 0.30 -0.04 -0.6184
C 3.765992 7.962203 0.528059 0.58 -0.24 -0.16 -0.4268
C 3.242346 8.186797 1.787333 -0.68 0.58 -0.23 -0.6052
C 2.332965 7.298122 2.333521 -0.17 -0.06 0.01 -0.4424
C 2.020611 6.115076 1.666286 0.42 0.60 0.69 -0.3454
H 2.431086 4.899132 -0.006963 -0.04 0.18 -0.28 0.1864
H 3.841006 6.588833 -1.145142 0.26 0.02 0.09 0.3535
H 4.441388 8.694769 0.102476 -0.08 -0.03 -0.12 0.3577
H 3.389232 9.153896 2.253440 0.26 -0.13 0.17 0.3241
H 1.836852 7.567496 3.258753 0.06 -0.20 0.07 0.3872
H 1.354286 5.420407 2.157490 -0.04 -0.18 -0.30 0.3926
C -1.264371 5.091040 0.850633 0.07 0.05 -0.07 -0.7607
C -1.381404 5.697372 2.090292 0.06 0.32 0.56 -0.3263
C -1.052309 5.012120 3.254193 0.11 -0.30 -0.22 -0.6623
C -0.643571 3.683006 3.182811 -0.34 -0.01 -0.07 -0.3131
C -0.530833 3.072143 1.939460 0.06 0.01 -0.05 0.4830
C -0.823066 3.780525 0.779360 -0.08 -0.27 0.09 -0.1158
H -1.474017 5.627569 -0.065417 -0.12 0.08 0.07 0.4076
H -1.710710 6.721474 2.223691 0.01 0.02 -0.39 0.3578
H -1.082355 5.524909 4.206641 -0.18 -0.06 0.04 0.3864
H -0.510929 3.104427 4.088731 0.33 0.08 -0.01 0.3637
H -0.207759 2.040688 1.852478 -0.04 0.01 0.10 -0.1576
H -0.752338 3.274225 -0.174876 0.07 0.10 -0.04 0.2775
C -2.622831 -3.504824 1.941607 0.33 0.20 -0.24 -0.5988
C -1.933446 -4.392258 2.751596 -0.34 -0.65 0.32 -0.3723
C -1.498230 -5.602113 2.225487 -0.04 -0.24 -0.56 -0.3555
C -1.695650 -5.896857 0.876691 0.19 0.39 0.48 -0.2956
C -2.365375 -4.988102 0.064118 -0.02 -0.71 -0.11 -0.5453
C -2.851197 -3.812688 0.603615 0.06 0.47 0.19 -0.3396
H -2.919524 -2.530661 2.310196 -0.20 -0.12 0.15 0.4065
H -1.844888 -4.243383 3.821225 0.19 0.33 -0.08 0.4169
H -1.007929 -6.362924 2.820679 0.02 0.23 0.25 0.3981
H -1.290630 -6.827055 0.500319 -0.16 0.01 -0.21 0.3867
H -2.534852 -5.266540 -0.969423 -0.04 0.26 -0.04 0.4002
H -3.393347 -3.087524 0.008507 0.03 -0.13 -0.17 0.5185
C 1.412022 0.398190 5.440291 0.13 0.62 -0.40 -0.6314
C 2.748901 0.177654 5.746734 -0.37 -0.10 0.43 -0.3128
C 3.666624 -0.073717 4.744637 0.30 -0.54 -0.28 -0.7384
C 3.277004 -0.045228 3.417453 -0.74 -0.06 -0.37 -0.3263
C 1.940369 0.207078 3.097727 0.31 0.21 0.07 0.3604
C 1.020204 0.448764 4.103913 -0.08 -0.23 0.14 -0.4706
H 0.685569 0.630912 6.207887 0.07 -0.15 0.12 0.3844
H 3.069135 0.180847 6.781495 -0.01 -0.09 -0.01 0.3593
H 4.661355 -0.426864 4.989542 0.11 0.41 0.08 0.3561
H 3.958308 -0.248841 2.602108 0.19 -0.03 0.16 0.3482
H 1.619793 0.235188 2.063149 0.09 -0.02 -0.01 0.1287
H -0.010647 0.660477 3.842193 0.00 -0.06 0.07 0.5657
C 2.957022 -3.690051 -0.025537 0.59 -0.49 -0.04 -1.3603
C 2.949298 -3.274564 1.429526 0.15 -0.15 0.80 0.2928
C 3.211181 -4.475965 2.354841 0.22 0.00 -0.20 -1.0384
C 2.245723 -5.644534 2.211102 -0.27 -0.29 0.13 0.2173
C 2.623417 -6.824054 3.114491 0.18 -0.22 0.22 -0.4915
C 3.668008 -7.728913 2.473576 0.26 0.31 -0.48 -1.2198
H 3.862385 -4.295220 -0.174273 -0.10 -0.02 -0.07 0.3962
H 3.053240 -2.873922 -0.736926 -0.33 0.14 0.08 0.2868
H 2.119998 -4.342562 -0.269074 -0.15 0.23 -0.18 0.3108
H 3.773185 -2.578656 1.613626 -0.14 0.16 -0.07 0.0574
H 2.033083 -2.781989 1.769278 -0.08 0.07 -0.34 0.1999
H 3.213894 -4.170450 3.405711 -0.07 0.18 -0.06 0.3466
H 4.237087 -4.808140 2.148211 -0.08 -0.16 0.03 0.3391
H 1.223477 -5.329347 2.439479 0.09 0.22 0.07 -0.1617
H 2.197034 -6.011169 1.180522 0.12 0.07 -0.01 0.2516
H 3.016949 -6.455735 4.068332 -0.08 0.09 -0.02 0.3390
H 1.752550 -7.432508 3.375410 -0.09 0.11 -0.12 0.2816
H 4.556488 -7.153274 2.193675 0.00 -0.01 0.12 0.2759
H 4.003489 -8.547064 3.108519 -0.14 -0.04 0.06 0.3884
H 3.284218 -8.128968 1.530828 -0.04 -0.19 0.12 0.3016
C -11.887710 -3.206738 -4.396430 -0.07 0.46 0.41 -1.2114
C -10.794627 -2.153358 -4.581044 -0.14 -0.09 -0.35 -0.4266
C -9.680541 -2.296642 -3.553454 -0.31 0.01 0.18 -0.6127
C -8.493638 -1.390664 -3.781270 0.35 0.34 -0.28 -0.6443
C -7.486022 -1.407884 -2.629927 0.16 -0.09 0.34 -0.4398
C -6.044577 -1.248110 -3.099952 -0.25 0.40 -0.17 -1.1710
H -11.551232 -4.192899 -4.709712 -0.10 -0.06 -0.02 0.3076
H -12.811250 -2.928134 -4.904578 0.11 -0.17 -0.30 0.3615
H -12.160461 -3.244959 -3.336712 0.09 -0.19 -0.01 0.3072
H -10.387714 -2.208631 -5.597560 0.07 -0.11 0.06 0.3231
H -11.248999 -1.159086 -4.529202 0.11 0.03 0.22 0.3111
H -9.310836 -3.328127 -3.530873 -0.12 -0.04 -0.05 0.3116
H -10.108960 -2.114050 -2.560299 0.05 0.02 0.00 0.3156
H -7.997328 -1.702151 -4.709488 0.06 -0.10 0.10 0.3018
H -8.805336 -0.361371 -3.991325 -0.13 -0.02 0.15 0.3476
H -7.700152 -0.633525 -1.886911 -0.20 0.06 -0.15 0.3313
H -7.588234 -2.346724 -2.074213 0.06 -0.06 -0.12 0.3477
H -5.783196 -2.090458 -3.741081 0.28 0.02 0.08 0.3790
H -5.946925 -0.331458 -3.690057 -0.03 -0.08 -0.11 0.3152
H -5.341724 -1.130568 -2.274788 0.03 -0.32 0.04 0.2493
C -2.142426 0.052312 -0.566621 0.32 -0.01 -0.06 -0.5227
C -1.644898 -0.871251 -1.687861 -1.35 0.27 0.37 -0.5943
C -0.363237 -1.597346 -1.342641 0.12 -0.87 -0.24 -0.3354
C 0.903982 -0.906334 -1.802438 0.99 -0.10 0.24 -1.1396
C 1.318825 0.330082 -0.976565 -0.29 0.04 -0.21 1.3541
C 1.101323 1.657773 -1.705409 0.07 -0.60 0.62 -1.0563
H -1.473162 0.897571 -0.390811 -0.02 0.01 -0.03 -0.2536
H -2.179468 -0.524211 0.361228 -0.13 0.09 0.05 0.0951
H -3.136261 0.445576 -0.782068 -0.01 0.02 0.03 0.4860
H -2.469861 -1.580334 -1.837072 0.25 -0.21 0.01 0.3274
H -1.630446 -0.322467 -2.634414 0.49 -0.01 0.01 0.3940
H -0.399318 -2.613623 -1.756219 0.07 0.19 -0.32 0.3716
H -0.327588 -1.822205 -0.269351 0.03 0.38 0.07 0.2777
H 1.762282 -1.581218 -1.734761 -0.33 -0.32 0.07 0.1189
H 0.859397 -0.700386 -2.877501 -0.23 0.34 0.08 0.4373
H 0.793728 0.313144 -0.016206 -0.07 0.03 -0.06 -0.7381
H 2.379874 0.256865 -0.728148 0.01 0.01 0.02 0.3016
H 1.795187 1.643142 -2.543835 -0.21 0.46 -0.22 0.3504
H 0.068136 1.756593 -2.040040 0.04 0.04 -0.18 0.4880
H 1.328603 2.471705 -1.016403 0.09 0.22 -0.29 -0.3198
C 5.945662 3.794605 -5.263019 0.07 -0.19 0.25 -1.3486
C 4.909255 3.661099 -4.156308 -0.22 -0.71 0.02 -0.2921
C 5.469201 3.371499 -2.780449 1.25 0.96 0.87 -0.8676
C 4.410139 3.434150 -1.672174 0.07 -1.50 -1.50 0.8535
C 4.937769 3.185613 -0.283469 -0.09 1.21 1.63 -1.1386
C 4.023217 2.408144 0.689733 0.64 0.63 -0.21 -0.3557
H 5.462025 4.108270 -6.186424 0.18 0.11 -0.09 0.3835
H 6.456914 2.847747 -5.452168 -0.10 -0.04 0.01 0.3090
H 6.726028 4.499935 -4.970460 -0.11 0.19 -0.17 0.3230
H 4.260327 4.540109 -4.135415 0.10 0.09 0.10 0.3780
H 4.250300 2.806239 -4.365986 -0.09 0.22 -0.28 0.1940
H 6.282011 4.071651 -2.506524 -0.32 0.28 -0.29 0.4276
H 6.039960 2.435235 -2.750627 -0.51 -0.30 -0.13 0.3677
H 3.840974 4.352039 -1.821510 0.00 0.12 0.43 0.1287
H 3.729448 2.618804 -1.958042 -0.23 0.14 0.33 -0.5814
H 5.970133 2.829306 -0.248324 -0.14 -0.45 -0.35 0.4501
H 5.032300 4.142410 0.251898 0.11 0.20 -0.49 0.2986
H 4.261423 2.751567 1.698241 0.08 -0.37 0.11 0.4835
H 2.994251 2.735610 0.541011 -0.16 -0.50 -0.15 -0.3177
H 4.182809 1.334330 0.623552 -0.45 -0.10 -0.04 0.2711
```
Forces are in eV/Å.

Below is a molecular structure, C23H48FeN4O4SeSi in a non-equilibrium geometry, with properties calculated with ωB97M-V/def2-TZVPD.

## Properties
E_tot   -5379.64987 Eh
Spin multiplicity   6
Total charge   +1
Expectation value of S²   8.76

```
82
Properties=species:S:1:pos:R:3:forces:R:3:nbo_charge:R:1
Fe -0.440003 -0.845534 0.922449 0.48 -0.79 0.26 1.3733
C 0.451964 3.723772 1.292869 0.00 0.12 -0.03 -0.6315
C 0.074767 2.516176 0.442914 0.01 -0.21 0.10 -0.0288
C 1.054640 2.506860 -0.816516 0.12 -0.02 -0.02 -0.4478
C 1.923478 1.386426 -1.457635 -0.04 -0.10 0.02 0.1701
C 2.162464 1.737497 -2.922205 0.03 0.10 0.04 -0.6369
C 3.260539 1.182864 -0.758821 0.04 0.05 0.03 -0.6370
N 1.129412 0.104347 -1.404262 -0.19 -0.33 0.05 -0.6303
C 1.738380 -1.207273 -1.810472 -0.01 0.25 0.16 -0.2270
C 0.785043 -2.388231 -1.604479 0.05 -0.07 0.03 -0.2297
N 0.276633 -2.614873 -0.222713 0.18 -0.11 -0.13 -0.5239
C -1.142604 -3.085774 -0.344136 0.31 0.03 0.07 -0.3421
C -1.939968 -1.991556 -1.062956 -0.04 0.53 -0.02 0.7637
O -2.852720 -2.250629 -1.803541 0.02 -0.05 0.00 -0.5723
O -1.474259 -0.787999 -0.788736 -0.35 -0.30 -0.13 -0.9055
C 1.082003 -3.575890 0.623525 -0.07 0.09 -0.17 -0.0447
C 2.554074 -3.669441 0.240453 0.09 -0.01 0.01 -0.6245
C 0.864621 -3.306175 2.122320 0.00 0.02 0.05 -0.4260
C 1.576351 -2.135634 2.848995 0.01 0.16 -0.17 0.1688
C 0.839291 -1.919623 4.169745 0.01 -0.08 0.03 -0.6430
C 3.045089 -2.417258 3.174021 0.04 -0.02 0.04 -0.6378
N 1.491600 -0.909571 1.959962 0.02 0.04 0.24 -0.7251
C 1.668513 0.425927 2.598320 0.09 -0.13 -0.04 -0.2264
C 0.366334 1.210165 2.639699 -0.03 0.02 -0.17 -0.2480
N -0.269871 1.296449 1.293920 -0.52 0.09 0.02 -0.5514
C -1.786544 1.255047 1.433476 -0.13 0.02 0.26 -0.3700
C -2.474446 -0.079722 1.915829 0.75 0.18 0.18 0.7397
O -3.654753 -0.148377 1.716637 -0.18 -0.19 0.33 -0.5645
O -1.657524 -0.981489 2.456108 -0.67 0.59 -0.85 -0.8563
H 0.468785 4.606188 0.652366 0.00 0.00 0.03 0.2354
H 1.444181 3.627203 1.739603 0.00 -0.01 -0.01 0.2063
H -0.273050 3.913784 2.084541 -0.02 -0.03 -0.02 0.2268
H -0.883711 2.749943 -0.010800 0.03 0.00 -0.09 0.2266
H 1.784347 3.299700 -0.639839 -0.03 0.02 0.02 0.2292
H 0.421906 2.866464 -1.628884 -0.03 0.00 0.02 0.2494
H 2.554719 2.753507 -2.972788 0.02 -0.02 -0.05 0.2437
H 1.233993 1.707560 -3.493627 -0.02 0.01 0.01 0.2409
H 2.896900 1.075811 -3.382852 -0.02 -0.01 0.00 0.2220
H 3.789219 2.135493 -0.753972 0.01 -0.02 0.02 0.2500
H 3.891829 0.466943 -1.285161 -0.01 0.03 -0.02 0.2245
H 3.164116 0.859496 0.276064 -0.06 -0.01 0.04 0.2014
H 0.882339 0.022924 -0.420246 -0.09 0.06 0.13 0.4397
H 0.221989 0.244453 -1.886551 -0.04 0.00 0.05 0.4951
H 2.654444 -1.315920 -1.236516 0.00 -0.04 -0.01 0.2153
H 2.002460 -1.134955 -2.864164 -0.03 -0.05 -0.02 0.2427
H 1.303747 -3.271837 -1.979379 -0.02 -0.02 -0.02 0.2236
H -0.068929 -2.250152 -2.264223 0.02 0.03 -0.03 0.2445
H -1.567069 -3.215656 0.655860 0.01 -0.06 -0.01 0.2321
H -1.212211 -4.040420 -0.870331 0.00 0.04 -0.09 0.2268
H 0.661284 -4.570834 0.437082 0.00 -0.01 0.01 0.2112
H 3.087476 -2.719118 0.289874 -0.04 0.00 -0.01 0.1832
H 2.702540 -4.088337 -0.752576 -0.01 0.00 0.00 0.2239
H 3.051544 -4.341093 0.940135 -0.02 0.00 -0.01 0.2448
H 1.137367 -4.222768 2.652527 0.03 0.02 0.00 0.2384
H -0.208247 -3.188383 2.299183 -0.02 0.02 -0.02 0.2281
H 0.843405 -2.867406 4.711177 -0.01 0.03 0.01 0.2349
H -0.196151 -1.622823 4.025266 -0.04 0.03 -0.06 0.2520
H 1.345073 -1.195014 4.807636 -0.01 0.01 0.00 0.2118
H 3.136851 -3.352056 3.728707 0.01 0.02 0.01 0.2339
H 3.444848 -1.623027 3.807947 0.01 -0.01 -0.01 0.2185
H 3.679754 -2.489983 2.291524 -0.03 0.00 0.01 0.2047
H 2.251999 -1.022860 1.296532 -0.03 -0.02 -0.02 0.3730
H 2.407952 0.983187 2.024917 0.02 0.05 -0.02 0.1940
H 2.076833 0.342517 3.604790 -0.02 -0.02 0.02 0.2233
H 0.543153 2.190549 3.079483 0.02 0.00 -0.02 0.2192
H -0.341932 0.694737 3.283398 0.03 -0.04 0.03 0.2426
H -2.209648 1.438797 0.451939 -0.01 0.01 -0.03 0.2410
H -2.176898 2.006401 2.129588 0.29 0.23 -0.08 0.2300
C -4.191754 2.646334 -1.243573 0.02 0.04 0.19 -1.1422
Si -3.865478 2.071439 -2.974626 -0.02 -0.09 0.12 1.4874
C -5.113824 0.830999 -3.519143 -0.16 -0.19 -0.09 -1.1439
C -3.693369 3.492834 -4.152012 0.07 0.17 -0.17 -1.1304
Se -1.781385 1.071392 -3.057246 0.21 -0.01 -0.03 -0.3037
H -5.159966 3.150735 -1.181401 0.02 0.00 -0.04 0.2559
H -3.424446 3.352364 -0.916384 -0.03 -0.01 0.04 0.2302
H -4.222266 1.799698 -0.553715 0.01 0.01 0.03 0.2604
H -6.072503 1.324225 -3.702022 0.00 -0.02 0.01 0.2487
H -5.262103 0.066085 -2.754705 0.03 -0.01 -0.02 0.2646
H -4.801278 0.332021 -4.437080 -0.03 0.02 -0.01 0.2547
H -4.674679 3.945029 -4.321208 0.02 0.00 0.03 0.2550
H -3.305626 3.171995 -5.120169 -0.01 0.02 0.00 0.2508
H -3.031070 4.261392 -3.749709 0.00 0.00 -0.04 0.2429
```
Forces are in eV/Å.

Below is a gas-phase ion, C7H11N2O3 (charge +1) in a non-equilibrium geometry, with properties calculated with ωB97M-V/def2-TZVPD.

## Properties
E_tot   -608.16462 Eh
Relative energy (zero: lowest compared OMol25 entry of this formula, charge and spin)   372.7 kJ/mol
Spin multiplicity   1
Total charge   +1

```
23
Properties=species:S:1:pos:R:3:forces:R:3:nbo_charge:R:1
C -0.711019 1.488000 0.436882 -1.16 0.17 -0.60 0.4880
C 2.329232 -0.492744 0.186015 2.22 0.00 0.76 0.4995
C -2.177971 0.857649 0.235563 2.68 -0.74 2.49 -0.1727
C -0.896845 -1.862152 0.035402 -1.28 1.46 2.48 -0.5330
C 0.208565 -1.317207 1.038041 0.18 1.59 -2.06 -0.1976
C -1.396126 -0.916650 -1.041289 2.48 0.78 -0.68 0.3284
C 0.331620 0.772733 -0.289941 0.86 -1.16 -1.84 0.0179
N 1.056466 -0.316474 0.291318 -0.69 -0.08 0.54 -0.3383
N 1.153265 1.740559 -1.068275 -0.02 -3.87 1.63 -0.8490
O -0.584775 2.584599 0.934079 -0.26 -0.75 -0.06 -0.4803
O 3.212635 0.284659 -0.381876 0.04 -1.42 0.73 -0.5901
O -2.245958 0.090799 -0.929307 -0.05 -1.61 0.08 -0.4097
H 2.900303 -1.260675 0.716557 -1.06 -0.47 -0.13 0.2134
H -2.167848 0.283151 1.261613 -1.09 0.68 -1.94 0.2144
H -2.823862 1.679898 0.119013 -1.19 0.60 0.34 0.2526
H -0.553605 -2.754759 -0.417363 0.23 -0.84 -0.50 0.2583
H -1.807858 -2.082009 0.688000 1.03 -0.09 -0.76 0.2744
H -0.143562 -0.776558 1.871974 -1.34 0.93 0.71 0.2195
H 0.860979 -1.953871 1.572592 0.67 -1.63 -0.33 0.2470
H -1.215447 -1.377115 -2.076058 -0.90 1.34 1.33 0.2402
H 2.745426 0.979627 -0.835467 -0.95 1.62 -1.14 0.5161
H 1.233587 2.471274 -0.428146 0.09 2.43 0.31 0.3969
H 0.692791 1.877264 -1.919331 -0.50 1.05 -1.34 0.4042
```
Forces are in eV/Å.

Look up the E_tot of the third one. -608.16462 Eh

The lowest E_tot belongs to which entry? C23H48FeN4O4SeSi

The highest spin multiplicity belongs to which entry? C23H48FeN4O4SeSi